Molecular formula: C50H74FN4O8PS2
Method: DFT, ωB97M-V/def2-TZVPD

Geometry as ORCA input:
```
! RIJCOSX wB97M-V def2-TZVPD def2/J DEFGRID3
* xyz 0 3
C -0.496 -1.920 6.634
P -0.604 -0.393 5.472
O -1.144 1.036 6.317
C -1.936 -0.910 4.157
C -1.325 -1.535 2.740
F 0.164 -1.638 2.565
C -2.349 -1.994 1.535
C -1.650 -2.575 0.126
C -0.680 -1.504 -0.619
C -0.006 -2.030 -2.058
C -0.500 -3.578 -2.409
C -1.465 -4.510 -1.487
N -2.029 -3.973 -0.214
C -3.963 -1.826 1.762
C -4.586 -1.195 3.180
C -3.574 -0.729 4.403
C -4.132 -0.071 5.798
O -3.587 -0.695 7.025
C -3.941 0.213 8.164
O -2.752 0.700 8.886
C -2.750 2.166 9.025
C -1.193 2.777 9.028
O -0.275 1.628 9.303
C -6.249 -1.033 3.261
O -6.958 -1.322 4.360
C -6.949 -0.522 1.830
C -8.188 0.557 1.766
S -8.883 1.202 3.389
C -8.748 1.008 0.261
C -9.999 2.060 0.134
C -9.753 3.522 0.833
C -11.208 4.200 1.292
S -12.120 3.199 2.589
C -8.084 0.397 -1.146
C -6.838 -0.716 -1.091
C -6.239 -1.250 -2.521
C -4.604 -1.245 -2.636
C -4.018 -0.847 -4.122
C -2.575 -0.041 -3.926
C -2.866 1.562 -4.125
N -3.323 2.206 -2.817
C -6.318 -1.133 0.407
C -5.068 -2.229 0.588
O -5.033 -3.342 -0.149
H -1.514 -2.516 6.531
H -0.321 -1.528 7.727
H 0.421 -2.568 6.233
H -0.334 1.558 6.605
H -0.470 -0.408 -0.207
H 0.712 -1.387 -2.720
H -0.082 -4.064 -3.410
H -1.774 -5.615 -1.811
H -3.745 1.058 5.812
H -5.298 -0.016 5.892
H -4.663 1.075 7.799
H -4.559 -0.434 8.953
H -3.233 2.439 10.082
H -3.295 2.739 8.145
H -0.898 3.217 7.978
H -1.064 3.635 9.813
H 0.497 1.687 8.655
H -10.008 0.440 3.804
H -10.168 2.245 -1.025
H -10.979 1.515 0.517
H -8.955 3.540 1.690
H -9.335 4.244 -0.020
H -11.082 5.300 1.707
H -11.894 4.309 0.323
H -12.978 2.351 1.841
H -8.547 0.773 -2.176
H -6.738 -2.294 -2.774
H -6.632 -0.499 -3.360
H -4.250 -2.367 -2.439
H -4.093 -0.615 -1.760
H -4.789 -0.269 -4.786
H -3.727 -1.864 -4.664
H -2.047 -0.310 -2.891
H -1.792 -0.355 -4.759
H -1.947 2.154 -4.552
H -3.763 1.679 -4.901
H -3.023 3.204 -2.901
H -2.791 1.734 -2.051
C 2.198 -3.097 -5.693
C 3.604 -3.346 -5.051
C 4.492 -4.094 -6.078
C 5.912 -4.319 -5.570
C 6.554 -3.009 -5.134
C 5.691 -2.160 -4.160
N 4.243 -2.081 -4.555
O 4.137 -1.124 -5.580
C 5.791 -2.723 -2.719
C 6.378 -0.754 -4.042
C 3.283 -4.298 -3.867
H 2.239 -2.471 -6.590
H 1.738 -4.043 -6.007
H 1.517 -2.623 -4.974
H 4.540 -3.527 -7.018
H 4.046 -5.064 -6.332
H 5.921 -5.038 -4.742
H 6.515 -4.771 -6.368
H 7.528 -3.229 -4.677
H 6.770 -2.424 -6.039
H 5.108 -2.195 -2.043
H 6.803 -2.595 -2.313
H 5.587 -3.790 -2.646
H 6.511 -0.271 -5.015
H 7.379 -0.842 -3.605
H 5.797 -0.082 -3.398
H 2.572 -5.077 -4.168
H 2.825 -3.753 -3.035
H 4.147 -4.839 -3.489
C 5.565 2.921 -2.357
C 6.519 3.084 -1.127
C 5.777 2.594 0.143
C 6.656 2.646 1.390
C 7.956 1.883 1.178
C 8.724 2.264 -0.118
N 7.838 2.394 -1.324
O 7.568 1.095 -1.792
C 9.500 3.591 0.084
C 9.869 1.206 -0.302
C 6.714 4.623 -1.039
H 5.275 1.881 -2.542
H 4.628 3.471 -2.202
H 6.030 3.316 -3.270
H 5.430 1.561 0.001
H 4.877 3.196 0.316
H 6.867 3.683 1.675
H 6.110 2.206 2.235
H 8.601 2.036 2.054
H 7.717 0.811 1.162
H 9.963 3.921 -0.854
H 10.311 3.469 0.813
H 8.889 4.406 0.470
H 9.490 0.179 -0.325
H 10.581 1.250 0.529
H 10.431 1.388 -1.227
H 5.764 5.151 -1.185
H 7.398 4.979 -1.816
H 7.080 4.967 -0.075
*
```

Its total energy is -109030.0150 eV. Its expectation value of S² is 2.010. The frontier orbital gap is 6.66 eV.